[1]
Entry from OMol25: a structure of composition C19H20CsF3N6O10 (the ωB97M-V functional and the def2-TZVPD basis).

Cartesian coordinates (Å):
Cs1 -0.9136 0.2756 -0.7142
O1 -1.1001 1.6769 3.0423
C1 -1.2251 0.5571 2.4960
O2 -0.3697 -0.0454 1.7824
C2 -2.5330 -0.1849 2.7013
C3 -2.8837 -0.6247 3.9368
C4 -4.0630 -1.3769 4.1303
C5 -4.8801 -1.7010 3.0780
C6 -4.5317 -1.2766 1.8138
C7 -3.3899 -0.4331 1.5369
O3 -3.1416 0.0975 0.4296
N1 -5.4132 -1.7493 0.7256
O4 -4.9187 -1.9208 -0.3666
O5 -6.5811 -2.0131 0.9938
N2 -4.4049 -1.8510 5.4617
O6 -5.4418 -2.4823 5.6255
O7 -3.6288 -1.6085 6.3771
H1 -2.2573 -0.3973 4.7890
H2 -5.7740 -2.2833 3.2331
N3 0.4054 3.1869 -0.2138
C8 0.5892 3.7545 1.1302
C9 1.9357 3.3400 1.7004
N4 2.0882 1.8964 1.9042
H3 0.9781 3.6364 -0.9163
H4 -0.5551 3.2451 -0.5256
H5 -0.1707 3.3073 1.7702
H6 0.4711 4.8440 1.1794
H7 2.0818 3.8637 2.6482
H8 2.7476 3.6725 1.0409
H9 2.0253 1.4470 0.9965
H10 1.2547 1.5464 2.3780
C10 5.2829 -1.3681 -0.2524
C11 3.7890 -1.2479 -0.0721
O8 3.1368 -0.4201 -0.6766
N5 3.2272 -2.1354 0.8055
C12 1.8035 -2.1532 1.0943
C13 1.0191 -3.2752 0.4403
C14 1.4946 -4.5799 0.3791
C15 0.6922 -5.5608 -0.1740
C16 -0.5664 -5.2167 -0.6440
C17 -0.9615 -3.8947 -0.5423
N6 -0.1874 -2.9373 -0.0186
H11 5.6548 -0.4311 -0.6595
H12 5.4921 -2.1721 -0.9626
H13 5.7949 -1.5955 0.6874
H14 3.8447 -2.7692 1.2797
H15 1.3653 -1.2068 0.8144
H16 1.6762 -2.2141 2.1760
H17 2.4809 -4.8191 0.7603
H18 1.0382 -6.5862 -0.2328
H19 -1.2326 -5.9479 -1.0833
H20 -1.9364 -3.5727 -0.8963
F1 -2.0033 0.5644 -5.5870
C18 -0.7489 0.8438 -5.1673
F2 0.0606 -0.0056 -5.8109
F3 -0.4573 2.0680 -5.6230
C19 -0.6651 0.7393 -3.6124
O9 -0.8993 1.8224 -3.0266
O10 -0.4186 -0.4090 -3.1779

The charge is -2. The molecular weight is 682.30 g/mol. For the largest force on an atom, the calculation gives 2.18 eV/Å. The calculation puts the gap between HOMO and LUMO at 6.173 eV. As for the energy above the lowest of the compared OMol25 structures with the same formula, charge and spin: 2.3206 eV. For the total energy, the calculation gives -2136.71668 Eh. The HOMO energy is -2.459 eV. The LUMO energy is 3.71 eV.

These are the Löwdin partial charges, in e, on atoms 1 to 6:
1. Cs 1.63
2. O -0.03
3. C -0.68
4. O -0.31
5. C -0.05
6. C 0.04

---

[2]
Entry from OMol25: a cluster of 3 separate species, C19H20F2N2O3S3 in total (the ωB97M-V functional and the def2-TZVPD basis).

Cartesian coordinates (Å):
O1 5.4611 1.9063 -0.7061
S1 4.1396 1.6770 -0.1763
O2 3.0919 1.7523 -1.4057
O3 4.1256 0.0689 0.0780
C1 2.8817 -0.4351 0.6103
C2 2.4534 -1.6348 -0.2110
C3 0.9564 -1.9226 -0.0664
S2 -0.0264 -0.6076 -0.8353
C4 -1.0340 -0.0284 0.4559
S3 -0.6978 -0.0291 2.0398
N1 -2.2332 0.5290 -0.0553
C5 -2.5851 1.8654 -0.0902
C6 -3.8032 1.8964 -0.6822
N2 -4.2218 0.6262 -1.0075
C7 -3.2629 -0.1630 -0.6336
H1 3.4526 1.2934 -2.1844
H2 3.0261 -0.7035 1.6581
H3 2.1187 0.3478 0.5711
H4 3.0135 -2.5263 0.0752
H5 2.6430 -1.4201 -1.2636
H6 0.6586 -2.0395 0.9742
H7 0.6997 -2.8273 -0.6170
H8 -1.9416 2.6379 0.2922
H9 -4.3860 2.7778 -0.8915
H10 -3.2477 -1.2358 -0.7418
F1 1.6242 -0.5918 -3.2957
C8 2.2549 -0.7392 -4.4871
C9 1.4930 -0.9510 -5.6166
C10 2.1474 -1.0943 -6.8315
C11 3.5329 -1.0310 -6.8963
C12 4.2722 -0.8218 -5.7410
C13 3.6326 -0.6715 -4.5184
H11 0.4154 -0.9986 -5.5392
H12 1.5695 -1.2551 -7.7317
H13 4.0357 -1.1458 -7.8468
H14 5.3520 -0.7776 -5.7861
H15 4.1944 -0.5140 -3.6058
F2 -5.2221 0.9454 8.3489
C14 -4.5125 0.8431 7.2053
C15 -5.1914 0.7006 6.0120
C16 -4.4545 0.5985 4.8406
C17 -3.0668 0.6343 4.8756
C18 -2.4127 0.7766 6.0919
C19 -3.1347 0.8852 7.2723
H16 -6.2725 0.6710 6.0093
H17 -4.9685 0.4914 3.8941
H18 -2.5001 0.5513 3.9571
H19 -1.3311 0.8032 6.1255
H20 -2.6467 1.0019 8.2303

The charge is 0. The molecular weight is 458.58 g/mol. For the largest force on an atom, the calculation gives 0.72 eV/Å. The calculation puts the gap between HOMO and LUMO at 8.259 eV. For the total energy, the calculation gives -2465.49367 Eh. The HOMO energy is -9.167 eV. The LUMO energy is -0.91 eV.

These are the natural (NBO) partial charges, in e, on atoms 1 to 6:
1. O -0.93
2. S 1.76
3. O -0.90
4. O -0.72
5. C -0.09
6. C -0.43

---

[3]
Entry from OMol25: an isolated molecule of C19H20F3N5O2 (the ωB97M-V functional and the def2-TZVPD basis).

Cartesian coordinates (Å):
C1 -5.3929 -1.0617 1.0762
H1 -5.3221 -1.6030 0.1367
H2 -6.4465 -0.9506 1.3223
H3 -4.9209 -1.6565 1.8549
C2 -4.7278 0.3091 0.9790
C3 -4.9796 1.1053 2.2582
H4 -4.5514 0.5892 3.1146
H5 -4.5308 2.0940 2.1939
H6 -6.0468 1.2245 2.4289
C4 -3.2199 0.1898 0.7371
H7 -2.7685 -0.4021 1.5362
H8 -2.7740 1.1872 0.7709
C5 -2.8770 -0.4522 -0.6097
N1 -1.4649 -0.3656 -0.8903
C6 -0.5919 -1.3942 -0.6992
C7 0.7673 -0.8762 -1.0614
N2 1.8874 -1.4922 -1.0200
N3 1.9626 -2.7631 -0.6161
C8 3.1797 -3.3558 -0.4611
O1 3.3043 -4.5081 -0.1290
C9 4.3637 -2.4133 -0.7213
N4 4.3263 -1.2826 0.1640
C10 4.2911 -1.3161 1.5107
C11 4.1773 -0.0152 1.9432
C12 4.1500 0.7340 0.7554
N5 4.2394 -0.0540 -0.3059
C13 3.9973 2.2076 0.6329
F1 2.7276 2.6059 0.8720
F2 4.7572 2.8716 1.5231
F3 4.3171 2.6812 -0.5750
H9 4.1264 0.3535 2.9457
H10 4.3487 -2.2363 2.0557
H11 4.3062 -2.0236 -1.7396
H12 5.2863 -2.9844 -0.5832
C14 0.5801 0.4990 -1.4570
C15 1.4686 1.4695 -1.8823
C16 0.9644 2.7280 -2.1757
C17 -0.3902 2.9966 -2.0503
C18 -1.2928 2.0261 -1.6265
C19 -0.7943 0.7755 -1.3280
H13 -2.3429 2.2557 -1.5363
H14 -0.7594 3.9838 -2.2844
H15 1.6355 3.5071 -2.5012
H16 2.5183 1.2405 -1.9707
O2 -0.8747 -2.5176 -0.3157
H17 1.1116 -3.2876 -0.3910
H18 -3.1253 -1.5158 -0.6003
H19 -3.4277 0.0384 -1.4182
H20 -5.1720 0.8547 0.1379

The charge is 0. The molecular weight is 407.40 g/mol. For the largest force on an atom, the calculation gives 1.28 eV/Å. The calculation puts the gap between HOMO and LUMO at 7.913 eV. As for the energy above the lowest of the compared OMol25 structures with the same formula, charge and spin: 0.0000 eV. For the total energy, the calculation gives -1459.91537 Eh. The HOMO energy is -8.493 eV. The LUMO energy is -0.58 eV. Its SMILES is CC(C)CCN1C(=O)/C(=N\NC(=O)Cn2ccc(C(F)(F)F)n2)c2ccccc21.

These are the natural (NBO) partial charges, in e, on atoms 1 to 6:
1. C -0.61
2. H 0.21
3. H 0.21
4. H 0.21
5. C -0.21
6. C -0.60